C75H155N15O5 | the ωB97M-V functional and the def2-TZVPD basis

ORCA input file:
```
! wB97M-V def2-TZVPD RIJCOSX def2/J DEFGRID3
* xyz 8 1
C 2.5809 0.9672 4.1703
C 1.9725 1.3858 5.5050
C 1.4103 2.8257 5.4648
N 0.9111 3.4157 6.8097
C 0.2178 4.7746 6.5415
C -0.4697 5.3577 7.7791
C -1.3838 4.4247 8.5686
C -0.7352 3.0096 8.8145
C -0.0651 2.4059 7.5292
C 2.1145 3.6239 7.7269
H 3.3752 1.6817 3.9543
H 1.8693 1.0836 3.3529
H 2.7741 -0.0930 4.3342
H 2.6648 1.2798 6.3403
H 1.0940 0.7711 5.7012
H 0.4977 2.8073 4.8689
H 2.1780 3.4863 5.0619
H -0.5291 4.5320 5.7856
H 0.8542 5.5013 6.0365
H -0.9962 6.2852 7.5542
H 0.2948 5.6512 8.4985
H -2.3005 4.3428 7.9845
H -1.5539 4.9215 9.5238
H -1.4985 2.3766 9.2670
H -0.0082 3.1605 9.6125
H -0.8803 2.1768 6.8429
H 0.4076 1.4581 7.7869
H 2.5204 2.6534 8.0126
H 1.7149 4.1367 8.6018
H 2.9182 4.2217 7.2970
C 3.2374 -2.7666 -2.7966
C 2.4579 -2.2336 -1.6138
C 1.9468 -0.7767 -2.0069
N 1.4299 0.0634 -0.7564
C 1.3065 1.4579 -1.2845
C 0.3958 2.3120 -0.3312
C -0.9372 1.6376 0.1099
C -0.7539 0.2117 0.5772
C 0.0765 -0.5974 -0.3951
C 2.4027 0.0707 0.4841
H 2.6726 -3.1261 -3.6567
H 3.8057 -3.6863 -2.6585
H 3.9379 -2.0294 -3.1890
H 3.2022 -2.1355 -0.8235
H 1.6969 -2.9385 -1.2790
H 1.2437 -0.7397 -2.8390
H 2.6991 -0.0952 -2.4043
H 0.8738 1.3812 -2.2820
H 2.2627 1.9632 -1.4202
H 0.1411 3.2132 -0.8888
H 0.9591 2.6257 0.5477
H -1.6428 1.6209 -0.7207
H -1.3536 2.3656 0.8061
H -1.6736 -0.3716 0.5317
H -0.3201 0.1952 1.5770
H -0.5112 -0.9184 -1.2551
H 0.3784 -1.4697 0.1845
H 2.0985 0.8522 1.1805
H 3.3666 0.4377 0.1316
H 2.4790 -0.9054 0.9633
C 1.8243 -3.4142 2.6664
C 1.3807 -4.1346 3.9889
C 2.6490 -4.2521 4.8640
N 2.2442 -4.6824 6.3824
C 3.4998 -5.1218 7.1258
C 4.4195 -3.8840 7.2033
C 3.8207 -2.7560 8.0446
C 2.5045 -2.3388 7.4615
C 1.5500 -3.5610 7.2490
C 1.3282 -5.8977 6.3880
H 0.9703 -3.3406 1.9930
H 2.6500 -3.7932 2.0640
H 2.0346 -2.3860 2.9607
H 0.9985 -5.1190 3.7185
H 0.5579 -3.6241 4.4893
H 3.1761 -3.3004 4.7969
H 3.3329 -5.0030 4.4684
H 4.0398 -5.8972 6.5825
H 3.2306 -5.5424 8.0947
H 4.8013 -3.5362 6.2434
H 5.3989 -4.1148 7.6223
H 4.5029 -1.9075 7.9928
H 3.7448 -2.9258 9.1186
H 2.6054 -1.8582 6.4884
H 2.0353 -1.7085 8.2169
H 0.6950 -3.3118 6.6205
H 1.0638 -3.9302 8.1520
H 1.2833 -6.3587 7.3747
H 1.6826 -6.6042 5.6375
H 0.3118 -5.6111 6.1178
C -1.9588 6.0804 0.3468
C -3.0549 5.2395 1.0117
C -4.0937 6.1238 1.8566
N -4.8488 5.3779 2.9260
C -3.8256 4.7911 3.9254
C -4.4483 4.3090 5.2997
C -5.4256 5.3729 5.8795
C -6.4178 5.9330 4.9113
C -5.7716 6.4614 3.5595
C -5.6391 4.1041 2.4243
H -2.2760 6.4244 -0.6376
H -1.0767 5.4922 0.0937
H -1.5797 6.9500 0.8836
H -2.5880 4.4885 1.6490
H -3.5448 4.7242 0.1855
H -4.9053 6.4404 1.2015
H -3.5802 6.9933 2.2670
H -3.1525 5.6226 4.1342
H -3.2173 3.9626 3.5625
H -3.6454 3.9980 5.9681
H -4.9571 3.3776 5.0513
H -4.8738 6.1876 6.3485
H -6.0526 4.9678 6.6738
H -7.0486 6.6281 5.4653
H -7.0910 5.1133 4.6603
H -5.1201 7.3096 3.7696
H -6.6010 6.7640 2.9203
H -6.2515 4.3973 1.5717
H -6.3197 3.7126 3.1804
H -4.8480 3.4082 2.1449
C 2.3622 6.0259 -3.4341
C 1.0500 5.5559 -2.8844
N 0.2052 5.0841 -3.9685
C -0.8172 5.8389 -4.5620
C -1.3656 4.9973 -5.5283
N -0.8428 3.7372 -5.4959
C 0.1048 3.7848 -4.4256
C -1.1991 2.5524 -6.3874
H 2.7348 5.2661 -4.1211
H 3.1070 6.1448 -2.6471
H 2.1178 6.9594 -3.9410
H 0.4861 6.3415 -2.3813
H 1.3746 4.7210 -2.2634
H -1.0699 6.8199 -4.1874
H -2.0697 5.1298 -6.3365
H 0.7124 2.9384 -4.1414
H -0.4554 2.5353 -7.1841
H -2.2041 2.6164 -6.8045
H -1.0961 1.6489 -5.7864
C -2.5709 -4.0285 -0.1881
C -2.8334 -4.5543 -1.5723
N -4.2611 -4.4342 -1.9418
C -5.3420 -4.5117 -1.0842
C -6.4637 -4.3024 -1.8678
N -6.0750 -4.2807 -3.1812
C -4.7161 -4.2919 -3.2030
C -6.8813 -4.0561 -4.3831
H -2.7408 -2.9616 -0.0428
H -1.5101 -4.2648 -0.1054
H -3.1445 -4.4123 0.6555
H -2.6392 -5.6248 -1.6375
H -2.2009 -3.9345 -2.2079
H -5.3524 -4.5285 -0.0044
H -7.4919 -4.4518 -1.5730
H -4.0473 -4.2047 -4.0464
H -7.6720 -3.3417 -4.1539
H -7.3001 -4.9979 -4.7376
H -6.2570 -3.5903 -5.1456
C 8.4525 -1.7623 3.4042
C 8.6266 -0.4361 2.5315
N 7.8870 -0.5523 1.2660
C 6.5550 -0.4567 1.0247
C 6.2761 -0.5778 -0.3154
N 7.4844 -1.0236 -0.8787
C 8.4527 -0.9227 0.0631
C 7.7799 -1.3130 -2.2624
H 7.4472 -1.8271 3.8205
H 9.1226 -1.8962 4.2534
H 8.7317 -2.5675 2.7246
H 9.6083 -0.1672 2.1416
H 8.1729 0.3298 3.1605
H 5.8510 -0.3785 1.8400
H 5.3313 -0.5229 -0.8357
H 9.4786 -1.1874 -0.1462
H 6.8337 -1.2282 -2.7968
H 8.0439 -2.3704 -2.2833
H 8.5331 -0.6502 -2.6884
C 5.5958 -4.0565 -5.6290
C 5.6383 -2.5560 -5.9388
N 4.2971 -2.1102 -6.3728
C 3.5786 -2.6888 -7.3950
C 2.2748 -2.1204 -7.3269
N 2.2385 -1.2922 -6.2673
C 3.4830 -1.2553 -5.6611
C 1.1534 -0.3263 -6.0223
H 4.8124 -4.1468 -4.8766
H 6.5698 -4.3633 -5.2476
H 5.3743 -4.6559 -6.5120
H 6.2762 -2.3714 -6.8032
H 6.0500 -1.8518 -5.2159
H 3.9742 -3.4780 -8.0171
H 1.3195 -2.3749 -7.7615
H 3.8461 -0.6632 -4.8341
H 1.1770 0.1173 -5.0269
H 0.1977 -0.8409 -6.1221
H 1.2477 0.4529 -6.7785
C 1.2586 -5.4050 -4.8775
C -0.0434 -5.6485 -4.0124
N -1.2052 -5.8409 -4.8758
C -2.0887 -4.8553 -5.3441
C -3.1386 -5.4323 -6.0501
N -2.8926 -6.7875 -6.0425
C -1.7711 -7.0411 -5.2452
C -3.7560 -7.8761 -6.5159
H 1.1441 -4.5646 -5.5621
H 1.7210 -6.2595 -5.3716
H 2.0111 -5.0754 -4.1611
H -0.4034 -4.7869 -3.4501
H 0.0403 -6.4010 -3.2283
H -1.8590 -3.8099 -5.1999
H -3.8886 -4.9253 -6.6391
H -1.3565 -7.9858 -4.9255
H -3.8145 -7.9776 -7.5996
H -4.7439 -7.6905 -6.0943
H -3.3102 -8.7941 -6.1329
C -6.5999 2.2114 -3.9684
N -5.4308 1.7965 -3.0301
C -4.1021 2.2152 -3.6878
C -5.4688 2.6806 -1.7390
C -5.3758 0.2687 -2.6962
C -6.6083 -0.4315 -2.2019
O -7.7063 -0.4209 -3.1201
H -7.5564 2.1456 -3.4500
H -6.5589 1.4835 -4.7787
H -6.4901 3.2506 -4.2784
H -3.2568 2.1962 -2.9999
H -4.2027 3.2446 -4.0320
H -4.1242 1.5913 -4.5813
H -5.6361 3.7039 -2.0750
H -4.5386 2.5495 -1.1862
H -6.3078 2.3788 -1.1120
H -4.6284 0.2084 -1.9051
H -5.0978 -0.1731 -3.6531
H -7.0056 0.0701 -1.3194
H -6.3232 -1.4183 -1.8371
H -8.3165 -0.9907 -2.6462
C -1.9217 -0.9747 -4.0460
C -2.7232 -1.2015 -5.2896
O -3.6584 -2.0495 -5.2072
O -2.4947 -0.5268 -6.3247
H -2.4710 -1.2677 -3.1513
H -1.5582 0.0528 -4.0324
H -0.9567 -1.4812 -4.0264
C 5.1772 2.9270 -4.4129
C 4.4218 1.8450 -3.7498
O 3.2049 2.0294 -3.6797
O 4.9637 0.8289 -3.1794
H 4.5866 3.7566 -4.8017
H 5.6099 2.4522 -5.2935
H 5.8920 3.2899 -3.6744
*
```

Values from the calculation:
HOMO energy: -20.922 eV
gap between HOMO and LUMO: 7.0 eV